Entry from the OMol25 dataset: the ion C7H16N with charge +1 (wB97M-V/def2-TZVPD).

The HOMO-LUMO gap is 9.1142 eV. The total energy is -9001.2619 eV. Its charge is +1. The SMILES is C/C=C(/C)C[C@@H](C)[NH3+]. Its energy above the lowest of the compared OMol25 structures with the same formula, charge and spin is 100.6 kJ/mol. For the LUMO energy, the calculation gives -0.124 Eh.

```
24
C7H16N, DFT wB97M-V/def2-TZVPD
C 0.209 2.413 -1.021
C -0.386 1.231 -1.722
C -0.253 -0.051 -1.344
C -0.877 -1.121 -2.211
C 0.600 -0.497 -0.172
C -0.080 -0.387 1.158
C -0.321 -1.694 1.871
N 0.899 0.426 2.186
H 0.881 2.961 -1.694
H 0.847 2.011 -0.241
H -0.505 3.162 -0.690
H -0.961 1.451 -2.614
H -0.512 -1.364 -3.210
H -0.997 -2.062 -1.665
H -1.909 -0.828 -2.427
H 1.550 0.046 -0.265
H 0.884 -1.538 -0.305
H -0.952 0.260 1.189
H 0.588 -2.275 2.035
H -0.948 -2.341 1.246
H -0.927 -1.563 2.768
H 1.763 0.508 1.687
H 0.504 1.349 2.384
H 0.902 -0.098 3.057
```